(1)
ORCA calculation (wB97M-V/def2-TZVPD) on a structure of composition C5H6S2 at a distorted geometry.

Values from the calculation:
- HOMO level: -7.4 eV
- 2S+1: 1
- Energy: -990.38348 Eh
- LUMO energy: 0.40 eV
- Relative energy (zero: lowest compared OMol25 entry of this formula, charge and spin): 2.218 eV
- Max |F|: 0.078 Eh/bohr

Each line ends with the Löwdin charge.
Cartesian coordinates (Å):
C -0.309 0.641 -1.317  -0.1433
C -0.424 -0.576 -1.941  -0.4206
C 0.634 0.527 -0.231  -0.1555
C 1.081 -0.891 0.036  -0.6675
C 0.108 -0.759 1.114  -0.6028
S 0.579 -1.890 -1.391  0.9304
S 0.603 -0.276 2.706  0.7533
H -0.955 1.467 -1.362  0.0890
H -1.202 -0.980 -2.574  0.0551
H 0.980 1.225 0.507  0.0897
H 2.204 -1.060 0.231  0.1299
H -0.826 -1.221 0.800  0.0877
H -0.171 0.732 3.126  -0.1455

(2)
ORCA calculation (wB97M-V/def2-TZVPD) on a cluster of 3 separate species, C16H26FO8 in total at a distorted geometry.

Values from the calculation:
- HOMO level: -1.3 eV
- 2S+1: 1
- Energy: -1327.01484 Eh
- Charge: -1
- LUMO energy: 2.09 eV
- Relative energy (zero: lowest compared OMol25 entry of this formula, charge and spin): 0.689 eV
- Max |F|: 0.081 Eh/bohr

Each line ends with the Löwdin charge.
Cartesian coordinates (Å):
C -0.671 -1.014 2.151  0.0215
C -0.022 -0.916 0.802  -0.5696
O -0.553 -1.380 -0.128  0.1224
O 1.186 -0.356 0.651  0.0109
C 1.354 0.939 1.278  -0.1580
C 2.662 0.967 2.052  -0.1550
C 2.573 0.207 3.384  -0.2049
C 2.448 1.149 4.590  -0.2041
C 0.962 1.313 5.068  -0.2938
C 0.444 2.739 5.187  -0.3124
F -0.302 2.977 3.920  -0.3086
H -1.514 -1.674 2.049  0.0788
H -0.015 -1.459 2.878  0.0789
H -1.060 -0.075 2.508  0.0867
H 1.444 1.688 0.501  0.1090
H 0.513 1.211 1.902  0.1118
H 2.986 1.989 2.184  0.1130
H 3.375 0.474 1.403  0.1057
H 3.494 -0.359 3.490  0.0927
H 1.772 -0.513 3.336  0.0731
H 3.007 0.730 5.419  0.0849
H 2.816 2.124 4.314  0.0799
H 0.310 0.751 4.408  0.0579
H 0.887 0.868 6.053  0.0540
H 1.298 3.421 5.110  -0.0259
C -0.409 0.826 -3.193  -0.0177
C -0.056 1.891 -2.186  -0.3219
C -0.818 3.184 -2.326  -0.0917
O 0.095 4.137 -1.765  0.0605
C 1.351 3.645 -1.945  -0.5662
O 2.349 4.264 -1.771  0.1576
O 1.299 2.354 -2.364  0.0791
H 0.391 0.089 -3.261  0.0968
H -1.328 0.316 -2.913  0.0768
H -0.544 1.250 -4.190  0.0861
H -0.137 1.492 -1.171  0.1395
H -1.761 3.190 -1.784  0.1401
H -0.997 3.457 -3.369  0.1351
C -1.861 -4.036 -1.677  -0.0189
C -2.595 -3.550 -2.902  -0.3252
C -2.234 -4.239 -4.194  -0.0976
O -2.527 -3.226 -5.169  0.0577
C -2.369 -2.023 -4.549  -0.5572
O -2.338 -0.972 -5.101  0.1595
O -2.239 -2.191 -3.212  0.0783
H -1.900 -3.287 -0.888  0.0701
H -2.298 -4.965 -1.308  0.0877
H -0.807 -4.214 -1.895  0.0916
H -3.675 -3.579 -2.732  0.1579
H -2.820 -5.135 -4.384  0.1360
H -1.170 -4.480 -4.262  0.1375

(3)
ORCA calculation (wB97M-V/def2-TZVPD) on a cluster of 2 separate species, CH4NO3 in total at a distorted geometry.

Values from the calculation:
- HOMO level (alpha / beta): -15.4 / -15.4 eV
- 2S+1: 1
- Energy: -320.42939 Eh
- Charge: +1
- LUMO energy (alpha / beta): -8.04 / -8.04 eV
- Relative energy (zero: lowest compared OMol25 entry of this formula, charge and spin): 4.729 eV
- Max |F|: 0.133 Eh/bohr

Each line ends with the Löwdin charge.
Cartesian coordinates (Å):
C 1.490 0.127 -0.354  0.1891
N 1.674 -0.749 -1.112  0.0330
O 1.609 -1.731 -1.726  0.3362
O -1.097 0.003 0.419  -0.0806
O -1.278 -0.397 -0.912  -0.0459
H 0.645 0.092 0.310  0.1215
H -0.946 -1.322 -1.001  0.1220
H 2.077 0.991 -0.320  0.1598
H -1.552 0.885 0.484  0.1649

(4)
ORCA calculation (wB97M-V/def2-TZVPD) on a cluster of 2 separate species, C4H7FN3O in total at a distorted geometry.

Values from the calculation:
- HOMO level: -13.5 eV
- 2S+1: 1
- Energy: -495.63360 Eh
- Charge: +1
- LUMO energy: -4.69 eV
- Relative energy (zero: lowest compared OMol25 entry of this formula, charge and spin): 1.372 eV
- Max |F|: 0.044 Eh/bohr

Each line ends with the Löwdin charge.
Cartesian coordinates (Å):
C -0.305 2.290 -0.377  -0.0578
C -1.345 1.365 -0.247  -0.0713
C 2.476 0.148 -0.036  -0.2397
C 1.026 2.215 -0.519  -0.0404
N 1.674 1.047 -0.175  0.1584
N -1.131 0.118 -0.361  0.0128
N 0.278 -2.032 -0.553  0.2580
O 3.026 -0.904 -0.051  0.1462
F -2.122 -0.753 0.006  -0.0240
H -0.779 3.220 -0.418  0.1009
H -2.292 1.791 -0.171  0.1299
H 1.607 3.122 -0.683  0.1415
H -0.014 -1.007 -0.343  0.0594
H -0.493 -2.682 -0.243  0.1704
H 1.028 -2.384 0.007  0.1110
H 0.514 -1.964 -1.533  0.1447

(5)
ORCA calculation (wB97M-V/def2-TZVPD) on a cluster of 4 separate species, C26H64BrN2O2P in total at a distorted geometry.

Values from the calculation:
- HOMO level: -11.5 eV
- 2S+1: 1
- Energy: -4203.91799 Eh
- Charge: +2
- LUMO energy: -3.25 eV
- Relative energy (zero: lowest compared OMol25 entry of this formula, charge and spin): 0.000 eV
- Max |F|: 0.022 Eh/bohr

Each line ends with the Löwdin charge.
Cartesian coordinates (Å):
Br 11.771 -23.596 -11.655  -0.0652
C 7.055 -26.224 -9.082  0.0112
N 7.863 -27.477 -9.009  -0.3674
C 7.737 -28.053 -7.633  0.0100
C 7.343 -28.486 -9.986  0.0169
C 9.342 -27.199 -9.255  -0.0916
C 9.652 -26.532 -10.579  -0.2771
O 9.246 -25.205 -10.544  -0.1323
H 6.850 -25.958 -10.114  0.1104
H 7.631 -25.398 -8.671  0.1127
H 6.140 -26.338 -8.508  0.1084
H 8.204 -29.037 -7.651  0.1118
H 6.696 -28.090 -7.340  0.1102
H 8.346 -27.447 -6.968  0.1141
H 7.988 -29.359 -9.913  0.1125
H 7.381 -28.069 -10.985  0.0992
H 6.332 -28.755 -9.695  0.1160
H 9.850 -28.156 -9.168  0.1404
H 9.599 -26.481 -8.479  0.1423
H 9.232 -27.079 -11.435  0.1174
H 10.744 -26.640 -10.659  0.1247
H 9.963 -24.642 -10.911  -0.1150
C 14.361 -19.296 -8.793  0.0227
N 15.675 -19.956 -9.109  -0.3638
C 16.025 -19.629 -10.526  0.0088
C 16.735 -19.366 -8.247  0.0008
C 15.665 -21.454 -8.910  -0.1023
C 14.784 -22.209 -9.868  -0.2668
O 13.448 -21.885 -9.570  -0.1431
H 14.020 -19.662 -7.829  0.1159
H 13.642 -19.555 -9.555  0.0998
H 14.545 -18.225 -8.741  0.1115
H 16.419 -18.616 -10.558  0.1101
H 15.162 -19.732 -11.170  0.1126
H 16.834 -20.281 -10.854  0.1186
H 17.682 -19.831 -8.503  0.1135
H 16.496 -19.550 -7.201  0.1187
H 16.743 -18.292 -8.402  0.1087
H 15.279 -21.618 -7.901  0.1443
H 16.710 -21.757 -8.899  0.1382
H 14.938 -23.282 -9.704  0.1342
H 15.039 -22.030 -10.920  0.1188
H 12.881 -22.500 -10.092  -0.1219
C 5.238 -29.584 -18.525  -0.0971
C 6.042 -28.870 -19.629  -0.2563
C 6.755 -27.622 -19.116  -0.2690
C 7.796 -27.110 -20.074  -0.2881
P 8.807 -25.751 -19.455  0.9988
C 7.724 -24.346 -19.203  -0.2510
C 8.368 -23.167 -18.422  -0.2464
C 7.784 -21.828 -18.838  -0.2699
C 8.595 -20.673 -18.290  -0.1057
C 9.573 -26.359 -17.940  -0.2458
C 10.883 -25.621 -17.569  -0.2555
C 11.254 -25.793 -16.100  -0.2433
C 10.367 -24.962 -15.154  -0.0966
C 10.056 -25.294 -20.669  -0.2711
C 10.691 -26.459 -21.430  -0.2419
C 11.516 -25.976 -22.618  -0.2495
C 12.581 -24.933 -22.267  -0.0982
H 5.810 -29.581 -17.599  0.0688
H 4.959 -30.595 -18.812  0.0748
H 4.286 -29.075 -18.341  0.0763
H 5.454 -28.648 -20.521  0.1158
H 6.780 -29.613 -19.960  0.1120
H 7.212 -27.889 -18.155  0.1046
H 6.005 -26.867 -18.860  0.1164
H 7.369 -26.853 -21.052  0.1215
H 8.523 -27.885 -20.347  0.0977
H 6.866 -24.721 -18.643  0.0978
H 7.424 -23.999 -20.193  0.1047
H 9.452 -23.166 -18.599  0.0914
H 8.244 -23.344 -17.353  0.1153
H 6.782 -21.782 -18.395  0.1200
H 7.672 -21.739 -19.920  0.1119
H 8.255 -19.684 -18.578  0.0772
H 9.659 -20.790 -18.520  0.0757
H 8.574 -20.713 -17.193  0.0815
H 9.835 -27.397 -18.164  0.1094
H 8.874 -26.356 -17.104  0.0998
H 10.850 -24.559 -17.820  0.0894
H 11.658 -26.062 -18.205  0.1104
H 12.291 -25.476 -15.986  0.1124
H 11.199 -26.852 -15.836  0.1116
H 10.057 -24.024 -15.623  0.0674
H 10.915 -24.703 -14.250  0.0007
H 9.458 -25.508 -14.890  0.0667
H 10.835 -24.775 -20.106  0.0799
H 9.626 -24.531 -21.326  0.1184
H 9.936 -27.145 -21.811  0.0992
H 11.352 -26.984 -20.731  0.1202
H 10.806 -25.565 -23.342  0.1141
H 12.034 -26.811 -23.088  0.1140
H 13.462 -25.392 -21.815  0.0803
H 12.197 -24.124 -21.648  0.0605
H 12.973 -24.454 -23.168  0.0801

(6)
ORCA calculation (wB97M-V/def2-TZVPD) on a structure of composition C5H12N2S at a distorted geometry.

Values from the calculation:
- HOMO level: -8.6 eV
- 2S+1: 1
- Energy: -705.20764 Eh
- LUMO energy: 0.66 eV
- Relative energy (zero: lowest compared OMol25 entry of this formula, charge and spin): 5.039 eV
- Max |F|: 0.111 Eh/bohr

Each line ends with the Löwdin charge.
Cartesian coordinates (Å):
C 0.305 1.474 0.304  -0.3238
C -0.216 0.011 -0.021  -0.5460
C -1.685 0.351 -0.078  -0.5142
C 0.254 -1.172 0.872  -0.1205
C 1.142 -1.606 -0.236  -0.2341
H 2.049 1.938 -0.600  0.1264
H 1.990 0.482 0.911  0.1827
H -0.027 2.364 -0.448  0.1534
H -0.273 1.828 1.169  0.0980
H -1.951 1.145 -0.595  -0.0030
H -2.343 0.597 0.814  0.1107
H -3.907 -0.663 -0.737  -0.0755
H -0.307 -2.019 1.184  0.1052
H 0.844 -0.605 1.614  0.0985
H 1.241 -2.714 -0.530  0.1334
H 2.157 -1.140 -0.196  0.0946
H 1.048 -0.278 -1.899  0.1473
N 1.745 1.783 0.536  -0.0554
N 0.424 -0.700 -1.138  -0.0258
S -2.490 -1.077 -0.925  0.6481